Record 1
{
  "formula": "C36H40NO2P3S2Sr",
  "method": "ωB97M-V/def2-TZVPD",
  "homo_energy_ev": -6.9,
  "homo_lumo_gap_ev": 7.19,
  "relative_energy_kcal_mol": 0.0,
  "symbols": ["P", "H", "H", "C", "C", "C", "S", "H", "H", "H", "C", "C", "H", "H", "C", "H", "H", "C", "C", "H", "H", "C", "H", "H", "H", "C", "C", "N", "C", "C", "H", "C", "C", "H", "H", "H", "H", "P", "H", "C", "H", "C", "H", "P", "C", "H", "C", "C", "H", "C", "H", "H", "Sr", "H", "S", "C", "C", "C", "H", "H", "C", "C", "H", "H", "C", "C", "H", "C", "C", "H", "C", "C", "C", "H", "H", "O", "C", "O", "C", "H", "C", "H", "H", "H", "H"],
  "xyz": [[1.2054, 0.4795, 3.6452], [-1.5770, 4.8510, -5.9346], [-2.9058, 0.4972, -2.3711], [-1.9398, -2.1345, -1.6700], [-0.6242, 4.8315, -5.4210], [-4.3319, -1.9216, -1.3949], [-0.6879, 0.6380, 2.9898], [0.0310, -2.2430, 3.2565], [-5.4867, -1.8282, -3.2076], [2.7822, 2.5026, 7.3518], [1.3633, 1.0039, -3.8763], [0.8819, -2.2872, -2.2301], [2.6407, 5.5714, -5.8830], [-1.7753, -4.6879, -1.6654], [2.0818, 2.0505, 6.6470], [-1.4734, 4.0513, -3.6245], [2.8055, 3.0029, -2.4147], [-0.3368, -3.9459, -0.2483], [2.6071, 2.2340, 5.2363], [4.6638, 1.8913, 5.6843], [-0.8836, -2.6091, 6.2355], [-0.8172, 2.9874, -1.3764], [1.7188, -2.7242, 3.5004], [0.5424, -2.9618, -3.0186], [-1.2845, -1.2320, 5.1894], [-1.0793, -6.2415, -0.3709], [2.0514, 2.4584, -1.8339], [1.5792, 0.0215, -1.8402], [-2.5053, 1.2984, -1.7665], [0.5071, -4.2978, 0.8014], [1.9735, 0.9941, 6.8885], [-1.3176, 1.9162, -2.1391], [-0.5479, -1.6316, 5.8855], [2.6117, 2.3183, -0.8985], [2.7476, 4.8043, -3.5675], [2.7514, 3.2991, 5.0486], [-1.2507, -2.1750, -3.7052], [0.7871, 3.8223, -1.6668], [1.5253, -2.1788, 5.9163], [0.5519, -5.6035, 1.2714], [3.8046, 0.4356, 5.1631], [-0.2469, -6.5756, 0.6913], [1.7897, -2.7102, -1.7889], [-0.3113, -2.2079, -0.8377], [-0.5630, 4.3774, -4.1098], [1.1412, -3.5428, 1.2464], [1.1240, -0.9002, -2.7270], [-3.1711, 1.6886, -0.6075], [-3.5035, -2.0073, -4.6770], [0.8013, -1.7705, 5.2086], [-0.2181, -7.5929, 1.0600], [4.2672, 1.6567, 3.9729], [0.5625, 0.9343, 0.3058], [0.4071, -3.6464, 4.2689], [2.5074, -0.0484, 2.2136], [-3.3859, -2.0179, -3.6006], [0.6490, 4.3302, -3.4280], [-3.0650, -2.0269, -0.8491], [-1.6975, -6.9992, -0.8352], [-3.1783, 3.0243, 1.0776], [1.7169, 1.1865, -2.5453], [1.7371, 5.2329, -5.3927], [-1.1165, 4.1918, 0.3691], [-2.9405, -2.0202, 0.2289], [-1.5080, 3.3722, -0.2235], [-1.1200, -4.9381, -0.8397], [0.4784, 5.5972, -7.0953], [-4.4967, -1.9143, -2.7785], [1.7936, 4.7878, -4.0826], [0.7069, -0.8809, -4.8964], [-2.6728, 2.7238, 0.1697], [0.9933, -0.3569, -3.9944], [0.7423, -2.6486, 3.9781], [-4.0791, 1.1769, -0.3151], [1.1135, 2.5375, 6.7590], [1.5659, 1.8884, 4.2838], [3.9138, 1.5066, 4.9912], [1.3334, -0.4505, 4.9303], [-2.1116, -2.1247, -3.0492], [-5.1948, -1.8482, -0.7447], [0.5251, 5.2513, -6.0711], [1.3791, 1.7447, -4.6619], [1.2103, -5.8593, 2.0930], [-0.4782, -0.9593, 6.7408], [-0.7899, 1.5811, -3.0239]],
  "forces_ev_per_a": [[-0.3, 0.0, -0.1], [0.0, 0.0, 0.0], [0.0, -0.1, 0.0], [0.0, 0.2, 0.0], [0.0, 0.0, 0.0], [-0.1, 0.0, -0.1], [0.3, 0.1, 0.0], [0.0, 0.0, 0.0], [0.0, 0.0, 0.0], [0.0, 0.0, 0.0], [0.2, 0.0, 0.0], [0.0, -0.1, 0.0], [0.0, 0.0, 0.0], [0.0, 0.0, 0.0], [0.0, 0.0, 0.0], [0.0, 0.0, 0.0], [0.0, 0.0, 0.0], [0.1, -0.1, -0.1], [0.0, 0.0, 0.0], [0.0, 0.0, 0.0], [0.0, 0.0, 0.0], [0.2, -0.5, 0.1], [0.0, 0.0, 0.0], [0.1, 0.0, 0.1], [0.0, 0.0, 0.0], [0.1, 0.0, 0.1], [0.6, 0.3, -0.5], [-0.4, 0.6, 0.3], [0.1, 0.0, 0.1], [0.0, 0.0, 0.0], [0.0, 0.0, 0.0], [-0.2, 0.2, 0.1], [0.0, 0.1, 0.0], [-0.3, -0.2, 0.1], [0.0, 0.0, 0.0], [0.0, 0.0, 0.0], [-0.1, 0.0, 0.0], [0.0, 0.5, -0.2], [0.0, 0.0, 0.0], [0.0, 0.0, 0.0], [0.0, 0.0, 0.0], [0.0, 0.0, -0.1], [0.0, 0.0, -0.1], [-0.2, -0.1, 0.1], [0.0, 0.0, 0.0], [0.0, 0.1, 0.1], [0.2, -0.2, -0.1], [0.0, 0.0, 0.0], [0.0, 0.0, 0.0], [-0.1, 0.0, -0.1], [0.0, 0.0, 0.0], [0.0, 0.0, 0.0], [-0.2, -0.8, -0.2], [0.0, 0.0, 0.0], [0.0, 0.1, 0.2], [0.1, 0.0, 0.0], [0.0, 0.0, 0.0], [0.0, 0.0, 0.0], [0.0, 0.0, 0.0], [0.0, 0.0, 0.0], [-0.2, 0.0, -0.1], [0.0, 0.0, 0.0], [0.0, 0.0, 0.0], [0.0, 0.0, 0.0], [0.1, 0.1, 0.0], [0.0, 0.1, 0.0], [0.0, 0.0, 0.0], [0.0, 0.0, 0.1], [0.0, 0.0, 0.0], [0.0, 0.0, 0.1], [0.0, -0.1, 0.0], [0.0, 0.0, 0.0], [0.0, 0.0, 0.0], [0.0, 0.0, 0.0], [0.0, 0.0, 0.0], [0.0, 0.0, -0.1], [0.0, 0.0, 0.0], [0.1, 0.0, 0.0], [0.0, 0.0, -0.1], [0.0, 0.0, 0.0], [0.0, 0.0, 0.0], [0.0, 0.0, 0.0], [0.0, 0.0, 0.0], [0.0, 0.0, 0.0], [0.0, 0.0, 0.0]]
}


Record 2
{
  "formula": "C36H41B2F9N7O5S3SeSr",
  "method": "ωB97M-V/def2-TZVPD",
  "homo_energy_ev": -10.6,
  "homo_lumo_gap_ev": 7.87,
  "relative_energy_kcal_mol": 48.0,
  "charge": 1,
  "symbols": ["C", "C", "H", "N", "H", "F", "O", "H", "C", "O", "H", "O", "F", "S", "C", "H", "F", "H", "C", "H", "B", "H", "H", "F", "H", "H", "C", "C", "H", "H", "H", "F", "H", "N", "H", "B", "C", "H", "H", "H", "H", "C", "F", "C", "H", "C", "C", "H", "H", "F", "C", "N", "C", "N", "H", "F", "C", "H", "H", "H", "O", "H", "C", "C", "Se", "C", "C", "H", "C", "H", "C", "S", "C", "N", "C", "C", "C", "O", "H", "C", "H", "C", "H", "H", "C", "H", "H", "C", "Sr", "C", "H", "H", "C", "H", "S", "C", "C", "C", "C", "F", "N", "C", "H", "N", "H"],
  "xyz": [[-4.0993, 1.9289, -1.0495], [-6.0553, 2.6661, -2.2050], [2.8597, 3.3630, 4.1263], [0.0545, 1.1975, 1.5462], [0.5232, -0.7543, -5.6959], [2.0181, -1.1831, 2.1461], [0.2632, -2.1162, 3.5128], [-0.7829, 1.6630, 1.8945], [-2.1954, 3.8129, -3.1383], [-1.3775, -3.3914, -2.0645], [3.5941, -3.4329, -1.9953], [-3.0706, -1.1522, -0.5797], [-3.2640, 2.0683, -0.0183], [1.3682, 1.8680, 2.1233], [2.1165, 2.6800, 6.0183], [5.5707, -1.0853, -1.9857], [-3.6151, -3.3362, -2.6059], [-0.2656, 0.4388, 3.9615], [-3.8364, 0.9887, -2.0377], [1.1900, 1.8189, 7.7501], [-2.6869, -3.4804, -1.6807], [-1.0256, -6.0589, -1.5289], [1.1503, -1.0470, -3.3153], [-5.4162, 3.6775, -0.1777], [-1.5300, 5.7302, -0.4515], [1.1373, 7.3526, 0.8393], [-1.5089, 4.9685, -1.2180], [1.3163, 3.6325, 1.7984], [0.0969, 4.0649, -0.3188], [2.5243, -6.0561, -0.2272], [1.2088, -6.6152, 0.8039], [-3.0386, -3.8039, -0.4409], [-1.6560, -2.0105, 4.9010], [-0.4528, -3.3504, -0.9979], [-3.2088, -1.2973, 4.4077], [1.6739, -2.2979, 3.0072], [1.1275, -4.5268, 0.3177], [-0.0065, -5.3447, -2.7672], [2.8908, 0.9249, -3.5311], [-4.3069, -2.9947, 2.0591], [2.7956, 3.2969, 6.5909], [2.2443, 4.1535, 0.9091], [-4.5104, 0.0250, -4.0844], [-1.8727, -1.8013, 2.8030], [-3.1314, 5.6533, -2.4270], [-2.7741, -1.5851, 1.6118], [0.3787, 1.0787, 4.5487], [1.0428, 0.7907, -5.0204], [4.1654, -2.6753, -3.4685], [-6.6455, 1.6471, -4.2346], [1.8861, -5.7806, 0.6140], [-0.6272, -1.8559, 2.5323], [0.1878, -4.4456, -0.8473], [1.1412, -3.4846, 1.0545], [6.5145, -3.3058, -2.9379], [2.4873, -2.3715, 4.0853], [-4.2162, -1.9540, 1.7464], [2.8970, 5.9136, -0.1283], [-2.9237, -3.0242, 4.2110], [-4.6807, -1.3393, 2.5191], [2.1336, -1.2132, -1.1821], [-0.3420, 0.3892, 6.4443], [1.2119, 1.8480, 6.6691], [-0.0350, -5.6400, -1.7191], [-2.3091, -0.1234, -1.9178], [-4.7121, 0.9022, -3.1107], [0.3490, 1.0494, 5.9375], [-4.7495, -1.8180, 0.8122], [-5.8171, 1.7357, -3.2029], [4.0494, -0.3450, -3.9330], [1.1835, 6.3043, 1.1033], [0.9253, 1.9814, -1.8049], [1.2730, 1.9212, 3.9137], [-2.2343, -1.1373, 0.5429], [4.4405, -2.9034, -2.4376], [-2.4514, -2.0413, 4.1608], [0.3203, 4.4339, 2.3466], [1.8511, -3.5384, 2.1984], [2.1241, -0.1256, -6.0797], [5.6841, -3.7861, -2.4187], [2.5042, -5.6280, 1.4931], [2.1761, 5.4993, 0.5632], [2.9980, 3.5092, 0.4760], [-2.8766, 3.6845, -3.9753], [4.6747, -1.6193, -1.6572], [2.2601, -1.9371, -4.3304], [5.4927, -4.7407, -2.9074], [1.9344, -0.9300, -4.0648], [0.3525, -1.1321, 0.4084], [-2.3619, 4.9139, -2.2750], [-0.3869, 4.0161, 3.0538], [6.0050, -3.9927, -1.3965], [-5.1952, 2.7639, -1.1196], [0.7020, -6.4146, -1.5383], [3.3334, -0.4229, -1.6666], [1.3771, -0.2128, -5.2890], [-0.3749, 2.9953, -1.9882], [0.2544, 5.7726, 1.9947], [2.1548, 2.7172, 4.6355], [-7.1017, 3.4708, -2.2872], [-1.2793, 2.8877, -3.0028], [3.0899, -0.1439, -3.4525], [-0.5083, 6.4072, 2.4273], [-0.5578, 4.0269, -1.0926], [4.7939, -1.8298, -0.5908]],
  "forces_ev_per_a": [[0.0, 0.1, -0.1], [0.0, 0.0, 0.0], [0.0, 0.0, 0.0], [0.0, 0.1, 0.1], [0.0, 0.0, 0.0], [-0.1, -0.1, 0.4], [-0.1, 0.0, 0.1], [0.0, -0.1, 0.0], [-0.1, -0.1, 0.0], [0.0, 0.0, -0.1], [0.0, 0.0, 0.0], [0.2, 0.1, -0.2], [0.0, 0.0, 0.0], [0.0, 0.0, -0.1], [0.0, 0.0, 0.0], [0.0, 0.0, -0.1], [0.0, 0.0, 0.0], [0.0, 0.0, 0.0], [0.1, 0.1, 0.0], [0.0, 0.0, 0.0], [-0.1, 0.1, 0.1], [0.0, 0.0, 0.0], [0.0, 0.0, 0.0], [0.0, 0.0, 0.0], [0.0, 0.0, 0.0], [0.0, 0.0, 0.0], [0.0, 0.0, 0.0], [0.0, 0.0, 0.0], [0.0, 0.0, 0.0], [0.0, 0.0, 0.0], [0.0, 0.0, 0.0], [0.0, -0.3, 0.0], [0.0, 0.0, 0.0], [0.0, 0.0, 0.2], [0.0, 0.0, 0.0], [0.0, -0.1, 0.1], [0.0, 0.0, 0.1], [0.0, 0.0, 0.0], [0.0, 0.0, 0.0], [0.0, 0.0, 0.0], [0.0, 0.0, 0.0], [0.0, 0.0, 0.0], [0.0, 0.0, 0.0], [0.0, -0.1, 0.1], [0.0, 0.0, 0.0], [-0.1, 0.0, 0.1], [0.0, 0.0, 0.0], [0.0, 0.0, 0.0], [0.0, 0.0, 0.0], [0.0, 0.0, 0.0], [0.0, 0.0, 0.0], [0.0, -0.2, 0.1], [0.0, -0.1, 0.0], [0.0, -0.2, 0.2], [0.0, 0.0, 0.0], [0.0, 0.0, 0.1], [0.0, 0.0, 0.0], [0.0, 0.0, 0.0], [0.0, 0.0, 0.0], [0.0, 0.0, 0.0], [0.3, 0.1, -0.2], [0.0, 0.0, 0.0], [0.0, 0.0, 0.0], [0.0, 0.0, 0.0], [-0.3, -0.1, 0.1], [0.0, 0.0, 0.0], [0.0, 0.0, 0.0], [0.0, 0.0, 0.0], [0.0, 0.0, 0.0], [0.0, 0.0, 0.0], [0.0, 0.0, 0.0], [0.1, -0.1, 0.0], [0.0, 0.0, 0.0], [-0.1, -0.1, 0.4], [0.0, 0.0, 0.0], [0.0, 0.0, 0.0], [0.0, 0.0, 0.0], [0.0, 0.0, 0.0], [0.0, 0.0, 0.0], [0.0, 0.0, 0.0], [0.0, 0.0, 0.0], [0.0, 0.0, 0.0], [0.0, 0.0, 0.0], [0.0, 0.0, 0.0], [0.0, 0.0, 0.0], [0.0, 0.0, 0.0], [0.0, 0.0, 0.0], [0.0, 0.0, 0.0], [0.2, 1.1, -1.3], [0.0, 0.0, 0.0], [0.0, 0.0, 0.0], [0.0, 0.0, 0.0], [0.0, 0.0, 0.0], [0.0, 0.0, 0.0], [0.0, -0.1, 0.0], [0.0, 0.0, 0.0], [0.0, 0.1, 0.0], [0.0, 0.0, 0.0], [0.0, 0.0, 0.0], [0.0, 0.0, 0.0], [0.0, -0.1, 0.0], [0.0, 0.0, 0.0], [0.0, 0.0, 0.0], [0.0, 0.0, 0.0], [0.1, 0.0, 0.0]]
}


Record 3
{
  "formula": "C36H41KN5O2S2",
  "method": "ωB97M-V/def2-TZVPD",
  "homo_energy_ev": -3.6,
  "homo_lumo_gap_ev": 5.99,
  "relative_energy_kcal_mol": 4.6,
  "charge": -1,
  "symbols": ["H", "H", "H", "H", "H", "H", "H", "H", "H", "C", "C", "H", "H", "C", "C", "C", "C", "H", "C", "H", "C", "H", "H", "H", "C", "C", "H", "C", "H", "C", "C", "H", "C", "C", "H", "N", "H", "H", "S", "C", "H", "C", "N", "H", "H", "C", "C", "C", "H", "C", "H", "H", "C", "H", "H", "H", "C", "N", "C", "C", "H", "C", "K", "C", "O", "N", "C", "C", "H", "C", "H", "H", "C", "C", "H", "C", "O", "S", "H", "C", "H", "N", "C", "C", "H", "H", "H"],
  "xyz": [[2.3088, -2.8918, -0.8381], [-1.0777, -0.5096, 3.6508], [3.6203, -3.6804, 1.6591], [-1.0628, -1.2501, -6.4316], [0.2006, 6.4028, 3.1298], [0.8188, 0.1513, -4.4528], [4.3908, -3.8475, 0.0778], [1.9752, 5.1306, 2.0929], [-2.1750, -4.6853, 0.1350], [-4.9588, -0.4485, -1.1757], [-1.0208, 3.3092, 3.7147], [6.9410, 1.8306, -1.2191], [1.8470, -5.3065, 0.9665], [5.8982, 1.6492, -0.9816], [1.1536, 3.1897, 2.4685], [-0.9535, 4.7249, 3.7263], [-2.1394, 1.2607, 4.3074], [7.1208, 3.3889, 0.6709], [-0.1004, 0.0934, -5.0288], [0.8982, -3.8914, -1.0605], [3.9576, 2.0823, 0.3974], [3.1737, -0.0742, -1.9414], [-7.4630, -0.4696, 1.1027], [-1.0360, -2.6675, -0.4146], [-2.4641, -0.0711, -0.8567], [0.1288, 5.3200, 3.1454], [4.3343, -5.2199, 1.1834], [-2.4395, 0.7652, -4.6593], [-7.0704, -0.7822, -1.3202], [-0.8933, -3.0584, 0.5965], [-0.0048, 2.5403, 3.1063], [-2.8899, 3.1987, 4.7840], [5.4472, 3.8690, 1.9344], [2.4408, -4.7775, 0.2194], [-1.4952, -2.4185, 1.2474], [2.0247, 2.4077, 1.7984], [-2.6213, 2.3134, -3.1812], [-2.9497, 0.7046, 4.7606], [0.2929, -0.9888, -2.2630], [-3.8855, -0.1679, -0.3381], [0.6879, -1.1860, -6.5880], [-2.1001, 2.6213, 4.3155], [-2.3610, -0.1666, -2.1840], [5.5685, 0.2513, -2.5717], [-0.5126, -5.1641, 0.2868], [-6.2417, -0.5587, -0.6596], [1.1621, 4.5852, 2.5512], [-1.0800, 0.5771, 3.6748], [-3.3096, 0.2130, -4.3121], [-1.2765, -4.5267, 0.7409], [-3.4149, 2.7059, -4.7139], [6.0042, 4.5549, 2.5645], [-0.1315, -1.1723, -5.8662], [-0.1461, 0.9854, -5.6615], [-4.7673, -0.5840, -2.2311], [-1.6573, 2.7818, -4.5870], [3.8040, 0.5973, -1.3628], [-0.0718, 1.1781, 3.1037], [-1.5445, -4.9511, 2.1760], [6.0739, 3.2372, 0.9006], [-1.7506, 5.2967, 4.1837], [3.2918, 2.7688, 1.5093], [0.6768, 0.5647, 0.5744], [1.6477, -3.5941, -0.3283], [-1.5722, 0.1172, -0.0195], [-1.2321, 0.1470, -4.1145], [-4.1136, 0.0103, 1.0233], [-5.3951, -0.0963, 1.5403], [-2.3503, -4.3522, 2.6067], [3.7724, -4.3577, 0.8197], [-0.0420, -2.0487, -5.2253], [3.6678, 4.1751, 3.0762], [4.0926, 3.6578, 2.2278], [-6.4611, -0.3838, 0.6990], [-1.8574, -5.9966, 2.2181], [5.3162, 2.3308, 0.1123], [1.1474, -3.2846, 2.3013], [0.8088, -2.6412, 0.9852], [-3.2641, 0.2417, 1.6531], [5.1543, 0.7845, -1.7264], [-5.5569, 0.0470, 2.6014], [3.2361, 1.2021, -0.3552], [-2.5418, 2.2295, -4.2637], [-1.1842, -0.2885, -2.8309], [-2.3869, 0.6545, -5.7450], [-0.6627, -4.8150, 2.7982], [2.6016, -5.4733, -0.6105]],
  "forces_ev_per_a": [[0.0, 0.1, 0.0], [0.0, 0.0, 0.0], [0.0, 0.0, 0.0], [0.0, 0.0, 0.0], [0.0, 0.0, 0.0], [0.0, -0.1, 0.0], [0.0, 0.0, 0.0], [0.0, 0.0, 0.0], [0.0, 0.0, 0.1], [0.0, 0.0, 0.0], [-0.1, 0.3, 0.1], [0.0, 0.0, 0.0], [0.0, 0.0, 0.0], [0.0, 0.0, 0.0], [-0.3, -0.2, 0.2], [0.0, -0.2, 0.0], [0.1, -0.1, -0.1], [0.0, 0.1, 0.0], [-0.1, 0.0, 0.1], [0.0, 0.0, 0.0], [-0.3, -0.1, 0.0], [0.0, 0.0, 0.0], [0.0, 0.0, 0.0], [0.1, -0.1, 0.0], [-0.2, -0.2, 0.1], [0.1, 0.1, 0.0], [0.0, 0.0, 0.0], [0.1, -0.1, 0.1], [0.0, 0.0, 0.0], [-0.2, 0.0, -0.1], [0.3, -0.2, -0.1], [0.0, 0.0, 0.0], [0.0, 0.1, 0.1], [-0.1, 0.0, -0.1], [0.0, 0.0, 0.1], [0.0, 0.3, 0.1], [0.0, 0.0, 0.0], [0.0, 0.0, 0.0], [-0.4, 0.0, -0.1], [0.0, -0.1, 0.0], [0.0, 0.0, 0.0], [0.0, 0.0, 0.0], [0.4, 0.0, -0.1], [0.0, 0.0, 0.0], [0.1, 0.0, 0.1], [0.0, 0.0, 0.0], [0.1, 0.1, -0.1], [-0.1, 0.0, 0.1], [0.0, 0.0, 0.1], [-0.1, 0.1, -0.2], [0.0, 0.0, 0.0], [0.0, 0.0, 0.0], [0.1, -0.1, -0.2], [0.0, 0.0, 0.0], [0.0, 0.0, 0.0], [0.0, 0.0, 0.0], [0.1, -0.1, -0.2], [0.2, 0.3, 0.0], [-0.1, -0.1, 0.1], [-0.1, -0.2, -0.2], [0.0, 0.0, 0.0], [0.1, -0.2, -0.2], [0.7, -0.1, -0.2], [0.1, -0.2, -0.2], [-0.7, 0.0, -0.2], [-0.1, 0.1, -0.2], [0.1, 0.0, -0.1], [0.1, 0.0, 0.0], [0.0, 0.0, 0.0], [0.1, 0.0, 0.1], [0.0, 0.0, 0.1], [0.0, 0.0, 0.0], [0.0, 0.1, 0.1], [-0.1, 0.0, 0.1], [0.0, 0.0, 0.0], [0.4, 0.2, 0.0], [0.0, 0.0, -0.2], [0.1, 0.1, 0.5], [0.0, 0.0, 0.0], [-0.1, 0.0, 0.1], [0.0, 0.0, 0.0], [0.0, 0.3, 0.3], [0.0, 0.1, 0.0], [0.2, 0.0, 0.1], [0.0, 0.1, 0.0], [0.0, 0.0, 0.0], [0.0, 0.0, 0.0]]
}